# 1
ORCA calculation (ωB97M-V/def2-TZVPD) on a gas-phase ion, C8H12N5O (charge +1) in a non-equilibrium geometry.

The geometry in XYZ format:
```
26
Properties=species:S:1:pos:R:3:mulliken_charge:R:1
H -1.37044 -0.37982 -2.05117 0.24
N -2.25801 -0.22588 -1.50527 -0.72
C -2.15891 0.10448 -0.29042 0.77
N -0.95129 0.27047 0.40878 -0.36
N 0.19772 0.45544 -0.29244 -0.04
C 0.93999 -0.84229 -0.34460 -0.40
C 2.24194 -0.91903 -0.12169 0.67
C 3.01476 -2.20881 -0.00371 -1.38
C 3.07932 0.27065 0.14095 -0.15
N 2.59642 1.43954 0.49389 -0.42
C 1.28118 1.72957 0.36070 0.50
C 0.61841 2.83471 0.63013 -0.65
C -3.43672 -0.01549 0.55295 0.17
N -4.47007 -0.22585 -0.27808 -0.32
O -3.44719 0.01800 1.75711 -0.59
H -0.95790 0.42341 1.43127 0.29
H -0.16425 0.52014 -1.33060 0.32
H 0.33006 -1.65244 -0.58251 0.46
H 3.19079 -2.58926 1.02572 0.31
H 4.02957 -2.01408 -0.34190 0.36
H 2.50206 -3.19394 -0.41887 0.33
H 4.16436 0.37750 0.06191 0.43
H -0.47837 3.01013 0.56513 0.28
H 1.07194 3.65873 1.20525 0.31
H -4.23921 -0.33110 -1.29250 0.30
H -5.32614 -0.51478 0.21995 0.28
```

Calculated values
E_LUMO ... -4.93 eV
Kohn-Sham gap ... 8.571 eV
Energy ... -660.67683 hartree
HOMO level ... -0.49606 Eh
Energy relative to the best compared isomer or geometry (same formula, charge and spin) ... 326.4 kJ/mol
Charge ... +1

# 2
ORCA calculation (ωB97M-V/def2-TZVPD) on a gas-phase ion, C8H12NO2 (charge +1) in a non-equilibrium geometry.

The geometry in XYZ format:
```
23
Properties=species:S:1:pos:R:3:mulliken_charge:R:1
C 1.11469 0.22746 -2.98021 -1.69
C 0.17282 0.30113 -1.82220 -0.35
C 0.82455 0.44035 -0.49746 0.84
O 1.95659 1.06697 -0.38155 -0.48
N 0.28865 -0.08765 0.59437 0.13
C 0.77836 0.27302 1.84315 -0.24
C 0.11284 -0.15991 2.94606 -0.55
C -1.06386 -1.04290 2.82531 -0.20
C -1.70626 -1.13413 1.65364 -0.87
C -1.05880 -0.59062 0.40482 0.30
O -1.72968 0.48725 -0.19390 -0.53
H 1.64003 -0.71311 -3.09136 0.38
H 1.91047 0.85968 -2.96107 0.49
H 0.66044 0.55626 -3.85269 0.41
H -0.68808 0.99281 -1.93993 0.42
H -0.58433 -0.54410 -1.87518 0.30
H 2.32769 1.51887 -1.21997 0.43
H 1.71773 0.82447 1.76281 0.40
H 0.50581 0.17658 3.86214 0.46
H -1.49555 -1.56158 3.73126 0.37
H -2.49898 -1.73982 1.20885 0.35
H -1.10069 -1.42376 -0.26095 0.29
H -2.08444 1.27273 0.24405 0.34
```

Calculated values
E_LUMO ... -4.17 eV
Kohn-Sham gap ... 8.571 eV
Energy ... -516.94384 hartree
HOMO level ... -0.46823 Eh
Energy relative to the best compared isomer or geometry (same formula, charge and spin) ... 131.7 kJ/mol
Charge ... +1

# 3
ORCA calculation (ωB97M-V/def2-TZVPD) on a gas-phase ion, C8H12NO2 (charge +1) in a non-equilibrium geometry.

The geometry in XYZ format:
```
23
Properties=species:S:1:pos:R:3:mulliken_charge:R:1
C 0.28767 -1.18949 -2.63273 -1.19
C -0.61346 -0.14740 -1.97843 0.52
O -1.56336 0.29655 -2.61588 -0.54
C -0.38311 0.36576 -0.55362 0.45
N -1.35876 1.35818 -0.12324 -0.20
C -1.25820 -0.06576 0.51791 -0.30
C -0.82002 -0.27965 2.00312 -0.74
C 0.58881 0.36705 2.18869 -0.75
C 1.64193 -0.13846 1.01314 -0.66
C 1.46777 0.57713 -0.23786 0.42
O 2.15983 1.03748 -1.08044 -0.42
H -0.06607 -1.38664 -3.64447 0.36
H 0.08337 -2.15477 -2.13878 0.35
H 1.37137 -1.00287 -2.54371 0.33
H -2.01261 1.65502 -0.87483 0.33
H -1.23543 2.24072 0.43405 0.32
H -2.04986 -0.75964 0.11160 0.47
H -0.64859 -1.29541 2.08792 0.39
H -1.56340 0.09880 2.78443 0.35
H 1.01756 0.06107 3.13137 0.42
H 0.65598 1.44867 1.95750 0.36
H 1.64892 -1.23035 0.80475 0.35
H 2.64964 0.14402 1.38951 0.38
```

Calculated values
E_LUMO ... -3.52 eV
Kohn-Sham gap ... 10.283 eV
Energy ... -516.92723 hartree
HOMO level ... -0.50727 Eh
Energy relative to the best compared isomer or geometry (same formula, charge and spin) ... 175.3 kJ/mol
Charge ... +1

# 4
ORCA calculation (ωB97M-V/def2-TZVPD) on a single C8H12NO2P molecule in a non-equilibrium geometry.

The geometry in XYZ format:
```
24
Properties=species:S:1:pos:R:3:mulliken_charge:R:1
C 0.33562 -1.49141 -2.97611 -1.71
C -0.18162 -0.44236 -1.96636 0.19
N 0.14709 0.85188 -2.34164 -0.55
P 0.94886 -0.81466 -0.32081 0.88
O 1.40109 -2.19271 0.03713 -0.74
O 2.25261 0.10727 -0.69906 -0.51
C 0.10627 -0.00945 1.08954 0.29
C -0.25035 -0.81279 2.17589 -0.28
C -1.02991 -0.26860 3.18990 -0.50
C -1.36146 1.12818 3.09533 -0.23
C -0.84864 1.92398 2.06199 -0.64
C -0.17662 1.33119 1.00742 -0.23
H -0.23194 -1.32391 -3.84113 0.41
H 1.32049 -1.20377 -3.18802 0.46
H 0.43318 -2.30875 -2.42037 0.55
H -1.25582 -0.52702 -1.67083 0.34
H -0.47447 1.58712 -1.92087 0.19
H 0.06721 1.03080 -3.38371 0.24
H 2.94677 -0.47225 -0.36532 0.32
H 0.29152 -1.85736 2.34826 0.25
H -1.22313 -0.85281 4.06583 0.39
H -1.99628 1.78245 3.79716 0.24
H -1.21058 2.98428 2.15881 0.28
H -0.00989 1.85069 0.06697 0.35
```

Calculated values
E_LUMO ... 0.74 eV
Kohn-Sham gap ... 9.583 eV
Energy ... -858.62989 hartree
HOMO level ... -0.32495 Eh
Energy relative to the best compared isomer or geometry (same formula, charge and spin) ... 127.1 kJ/mol
Charge ... 0

# 5
ORCA calculation (ωB97M-V/def2-TZVPD) on 2 unconnected molecules or ions with the total composition C8H12NO2P in a non-equilibrium geometry.

The geometry in XYZ format:
```
24
Properties=species:S:1:pos:R:3:mulliken_charge:R:1
C -3.13245 1.23123 -0.19555 -0.31
C -2.50727 1.11587 1.09466 -0.58
C -2.53418 0.56535 -1.25763 -0.66
C -1.42611 0.19142 1.26410 -0.22
C -1.64218 -0.43888 -1.00491 -0.07
C -1.04623 -0.57248 0.16229 0.07
C 2.95407 -0.33140 0.14879 -1.03
C 1.99280 0.82049 0.11758 0.49
N 0.37093 -2.69565 -0.81920 -0.70
O 0.90722 -1.83388 1.66406 -0.58
O 2.34304 1.93782 -0.71141 -0.56
P 0.13118 -1.85863 0.45503 0.71
H -3.98591 1.90783 -0.16981 0.35
H -3.03645 1.60265 1.85162 0.41
H -2.89518 0.72809 -2.25518 0.38
H -0.99089 0.21655 2.24457 0.43
H -1.28844 -0.98821 -1.81649 0.49
H 2.49683 -1.19345 -0.34409 0.22
H 3.85539 -0.03444 -0.43985 0.39
H 3.27160 -0.46169 1.25027 0.23
H 2.01072 1.16406 1.15479 0.25
H 0.92720 0.49621 -0.24471 -0.29
H 2.08340 1.67008 -1.56198 0.29
H 1.14089 -3.23893 -0.58697 0.30
```

Calculated values
E_LUMO ... -0.30 eV
Kohn-Sham gap ... 9.659 eV
Energy ... -858.57788 hartree
HOMO level ... -0.36597 Eh
Energy relative to the best compared isomer or geometry (same formula, charge and spin) ... 263.6 kJ/mol
Charge ... 0

# 6
ORCA calculation (ωB97M-V/def2-TZVPD) on 2 unconnected molecules or ions with the total composition C8H12NP in a non-equilibrium geometry.

The geometry in XYZ format:
```
22
Properties=species:S:1:pos:R:3:mulliken_charge:R:1
H -1.76045 4.94488 -0.70058 0.26
N -2.28558 4.42527 -0.05944 -0.42
P -1.69155 4.17368 1.33999 0.13
H -2.70316 3.15245 2.01383 0.07
C -0.65949 0.94610 0.96736 -0.90
C 0.46451 0.90920 -0.07957 -0.64
C 0.77314 -0.55665 -0.42782 0.59
C 1.72179 -1.26899 0.30854 -0.52
C 1.84576 -2.62826 0.13817 -0.43
C 0.97012 -3.34455 -0.66396 -0.50
C 0.03243 -2.59737 -1.37249 -0.33
C -0.05140 -1.28079 -1.26040 -0.41
H -0.99105 -0.07283 1.05516 0.38
H -0.25101 1.33532 1.93020 0.28
H -1.60108 1.60910 0.64385 0.08
H 1.39979 1.28641 0.30582 0.43
H 0.07106 1.30447 -1.10376 0.31
H 2.53668 -0.83026 0.90748 0.26
H 2.50649 -3.24442 0.69073 0.38
H 1.19001 -4.42115 -0.79369 0.32
H -0.57446 -2.97361 -2.18219 0.32
H -0.94255 -0.86801 -1.65724 0.32
```

Calculated values
E_LUMO ... -0.27 eV
Kohn-Sham gap ... 8.776 eV
Energy ... -708.04603 hartree
HOMO level ... -0.33262 Eh
Energy relative to the best compared isomer or geometry (same formula, charge and spin) ... 112.6 kJ/mol
Charge ... 0

# 7
ORCA calculation (ωB97M-V/def2-TZVPD) on a single C8H12O2S2 molecule in a non-equilibrium geometry.

The geometry in XYZ format:
```
24
Properties=species:S:1:pos:R:3:mulliken_charge:R:1
C 1.23400 -1.43761 -0.16690 -0.49
C 2.05682 -0.45864 0.10350 0.87
C -0.72951 -0.04796 -0.61611 -0.24
C -1.64770 -0.02066 0.27970 0.96
C 1.98752 0.76708 -0.82306 -1.21
C 2.81375 -0.29531 1.40064 -1.25
C -2.10284 1.28069 0.90865 -1.36
C -2.47944 -1.16693 0.76308 -1.28
O -0.77075 -2.68042 -1.31187 -0.63
O 0.20446 1.72802 -2.45006 -0.64
S 0.07352 -1.45376 -1.47671 0.30
S 0.24820 1.49823 -1.03845 0.43
H 1.17747 -2.25658 0.56377 0.34
H 2.55384 1.57490 -0.31607 0.42
H 2.13540 0.45089 -1.78427 0.63
H 3.83167 0.10410 1.14121 0.39
H 2.94893 -1.34577 1.73630 0.37
H 2.15128 0.09343 2.22555 0.26
H -1.38365 2.00438 0.63042 0.47
H -3.09811 1.69540 0.51628 0.26
H -2.19637 1.29858 2.00090 0.33
H -2.70143 -1.17629 1.82295 0.39
H -3.27501 -1.13671 0.12673 0.35
H -1.79614 -1.97241 0.52520 0.33
```

Calculated values
E_LUMO ... 0.48 eV
Kohn-Sham gap ... 9.440 eV
Energy ... -1258.72409 hartree
HOMO level ... -0.32921 Eh
Energy relative to the best compared isomer or geometry (same formula, charge and spin) ... 123.7 kJ/mol
Charge ... 0

# 8
ORCA calculation (ωB97M-V/def2-TZVPD) on a single C8H12O3 molecule in a non-equilibrium geometry.

The geometry in XYZ format:
```
23
Properties=species:S:1:pos:R:3:mulliken_charge:R:1
C 3.10943 -1.07262 1.34334 -0.89
C 2.12091 -0.72165 0.55162 0.16
O 2.33614 0.24600 -0.42239 -0.43
C 1.23039 0.97095 -0.94591 0.72
C 0.30249 0.13228 -1.90482 -0.82
O -1.03694 0.47744 -1.63041 -0.48
C -1.04422 0.90109 -0.29697 0.39
C -1.58016 -0.29030 0.59961 -0.51
C -3.08875 -0.48813 0.38483 -1.16
C 0.32112 1.22582 0.22281 -0.32
O 0.60714 1.56750 1.34471 -0.53
H 4.05131 -0.40775 1.32837 0.17
H 3.08215 -1.76252 2.09903 0.34
H 1.12219 -0.85510 0.82182 0.31
H 1.71411 1.80317 -1.38871 0.37
H 0.41433 0.25353 -2.99478 0.29
H 0.53362 -0.93289 -1.91456 0.33
H -1.75827 1.68979 -0.04792 0.54
H -0.92124 -1.11057 0.22338 0.25
H -1.30563 -0.15909 1.64035 0.35
H -3.07705 -1.22693 -0.39419 0.31
H -3.61605 0.49993 0.05306 0.26
H -3.51702 -0.73992 1.32774 0.35
```

Calculated values
E_LUMO ... 0.54 eV
Kohn-Sham gap ... 9.427 eV
Energy ... -537.63410 hartree
HOMO level ... -0.32668 Eh
Energy relative to the best compared isomer or geometry (same formula, charge and spin) ... 330.0 kJ/mol
Charge ... 0

# 9
ORCA calculation (ωB97M-V/def2-TZVPD) on a single C8H12O4S molecule in a non-equilibrium geometry.

The geometry in XYZ format:
```
25
Properties=species:S:1:pos:R:3:mulliken_charge:R:1
C -0.11652 3.13593 -1.90801 -0.63
S 0.64490 2.82722 -0.53566 0.91
O 0.83261 3.84730 0.50460 -0.71
C 1.84270 1.55585 -0.23188 -0.99
C 1.24375 0.31829 0.30096 0.45
O -0.10606 0.60899 0.82330 -0.55
C -0.98976 -0.48305 0.54294 1.32
C -2.22080 0.23996 -0.10877 -1.36
C -1.27639 -1.18897 1.86465 -1.51
O -0.28549 -1.30669 -0.33799 -0.46
C 0.86504 -0.76730 -0.73472 0.61
C 1.65918 -1.44846 -1.70415 -0.69
O 0.97177 -0.28338 -2.07297 -0.47
H 0.05480 2.27259 -2.49561 0.32
H 2.50143 1.94117 0.59305 0.42
H 2.27848 1.38041 -1.16906 0.44
H 1.94003 -0.04960 1.07503 0.28
H -3.17937 -0.17811 0.21596 0.38
H -2.14034 0.10781 -1.29552 0.26
H -2.25839 1.31124 0.22882 0.30
H -0.38445 -1.48798 2.20105 0.48
H -2.07041 -2.06912 1.88045 0.28
H -1.76249 -0.42867 2.50834 0.34
H 1.06680 -2.33975 -2.05338 0.28
H 2.72283 -1.27161 -1.58926 0.30
```

Calculated values
E_LUMO ... 0.17 eV
Kohn-Sham gap ... 9.512 eV
Energy ... -1010.93985 hartree
HOMO level ... -0.34330 Eh
Energy relative to the best compared isomer or geometry (same formula, charge and spin) ... 479.2 kJ/mol
Charge ... 0

Please write out number 4 again, unchanged.
ORCA calculation (ωB97M-V/def2-TZVPD) on a single C8H12NO2P molecule in a non-equilibrium geometry.

The geometry in XYZ format:
```
24
Properties=species:S:1:pos:R:3:mulliken_charge:R:1
C 0.33562 -1.49141 -2.97611 -1.71
C -0.18162 -0.44236 -1.96636 0.19
N 0.14709 0.85188 -2.34164 -0.55
P 0.94886 -0.81466 -0.32081 0.88
O 1.40109 -2.19271 0.03713 -0.74
O 2.25261 0.10727 -0.69906 -0.51
C 0.10627 -0.00945 1.08954 0.29
C -0.25035 -0.81279 2.17589 -0.28
C -1.02991 -0.26860 3.18990 -0.50
C -1.36146 1.12818 3.09533 -0.23
C -0.84864 1.92398 2.06199 -0.64
C -0.17662 1.33119 1.00742 -0.23
H -0.23194 -1.32391 -3.84113 0.41
H 1.32049 -1.20377 -3.18802 0.46
H 0.43318 -2.30875 -2.42037 0.55
H -1.25582 -0.52702 -1.67083 0.34
H -0.47447 1.58712 -1.92087 0.19
H 0.06721 1.03080 -3.38371 0.24
H 2.94677 -0.47225 -0.36532 0.32
H 0.29152 -1.85736 2.34826 0.25
H -1.22313 -0.85281 4.06583 0.39
H -1.99628 1.78245 3.79716 0.24
H -1.21058 2.98428 2.15881 0.28
H -0.00989 1.85069 0.06697 0.35
```

Calculated values
E_LUMO ... 0.74 eV
Kohn-Sham gap ... 9.583 eV
Energy ... -858.62989 hartree
HOMO level ... -0.32495 Eh
Energy relative to the best compared isomer or geometry (same formula, charge and spin) ... 127.1 kJ/mol
Charge ... 0

Repeat the seventh record exactly.
ORCA calculation (ωB97M-V/def2-TZVPD) on a single C8H12O2S2 molecule in a non-equilibrium geometry.

The geometry in XYZ format:
```
24
Properties=species:S:1:pos:R:3:mulliken_charge:R:1
C 1.23400 -1.43761 -0.16690 -0.49
C 2.05682 -0.45864 0.10350 0.87
C -0.72951 -0.04796 -0.61611 -0.24
C -1.64770 -0.02066 0.27970 0.96
C 1.98752 0.76708 -0.82306 -1.21
C 2.81375 -0.29531 1.40064 -1.25
C -2.10284 1.28069 0.90865 -1.36
C -2.47944 -1.16693 0.76308 -1.28
O -0.77075 -2.68042 -1.31187 -0.63
O 0.20446 1.72802 -2.45006 -0.64
S 0.07352 -1.45376 -1.47671 0.30
S 0.24820 1.49823 -1.03845 0.43
H 1.17747 -2.25658 0.56377 0.34
H 2.55384 1.57490 -0.31607 0.42
H 2.13540 0.45089 -1.78427 0.63
H 3.83167 0.10410 1.14121 0.39
H 2.94893 -1.34577 1.73630 0.37
H 2.15128 0.09343 2.22555 0.26
H -1.38365 2.00438 0.63042 0.47
H -3.09811 1.69540 0.51628 0.26
H -2.19637 1.29858 2.00090 0.33
H -2.70143 -1.17629 1.82295 0.39
H -3.27501 -1.13671 0.12673 0.35
H -1.79614 -1.97241 0.52520 0.33
```

Calculated values
E_LUMO ... 0.48 eV
Kohn-Sham gap ... 9.440 eV
Energy ... -1258.72409 hartree
HOMO level ... -0.32921 Eh
Energy relative to the best compared isomer or geometry (same formula, charge and spin) ... 123.7 kJ/mol
Charge ... 0

> charge of number 1 (C8H12N5O)?

+1

> The lowest E_LUMO belongs to which entry?

C8H12N5O